No. 1
{"formula": "C30H37N11O4", "method": "wB97M-V/def2-TZVPD", "species": ["N", "H", "N", "H", "C", "C", "C", "H", "O", "H", "C", "H", "H", "O", "C", "H", "H", "H", "H", "C", "N", "H", "C", "C", "C", "H", "N", "H", "H", "C", "C", "C", "H", "N", "H", "C", "H", "H", "C", "N", "H", "H", "N", "H", "C", "C", "C", "C", "N", "H", "H", "H", "N", "C", "C", "H", "H", "H", "C", "H", "C", "H", "N", "C", "C", "C", "H", "H", "C", "H", "O", "C", "H", "O", "H", "H", "C", "N", "H", "C", "C", "H"], "positions_angstrom": [[0.555, -1.395, 2.425], [5.371, 0.173, -2.700], [4.535, -2.370, 0.298], [0.153, -3.330, 5.984], [-0.599, 1.942, -1.122], [0.275, -0.250, 2.539], [0.099, -5.502, 5.967], [-6.618, 5.283, -1.139], [1.838, 2.253, -2.190], [0.634, -1.247, -1.288], [-0.250, -6.633, 5.192], [0.724, -5.659, 6.834], [4.262, -0.416, -3.830], [-2.043, -5.900, 1.520], [-0.033, -0.432, -1.048], [-4.935, 1.468, -1.121], [0.607, -4.238, 1.561], [-2.473, 2.456, -0.269], [2.946, 5.392, -4.495], [-1.292, -5.123, 3.532], [2.668, -6.316, 0.638], [3.880, 5.654, -3.040], [4.810, 5.068, -0.401], [3.248, 4.930, -3.554], [6.355, -0.488, -4.377], [2.357, 4.732, -2.958], [-3.689, 4.992, 0.173], [2.149, -3.315, 1.601], [-5.193, -0.024, -3.819], [-0.742, -4.072, 4.279], [3.806, 3.956, -0.568], [-0.195, -4.239, 5.516], [-5.592, 5.450, -2.501], [-5.647, 2.757, 1.774], [-5.700, 6.810, -1.410], [-5.133, -0.847, -3.107], [-0.982, -3.057, 4.002], [0.692, 1.847, 2.240], [1.573, -4.081, 1.082], [4.686, 2.810, -4.203], [-1.648, -1.656, -0.160], [-0.031, -7.624, 5.560], [-3.999, -2.932, -4.223], [2.893, 4.370, -0.996], [-0.060, 1.226, 2.726], [4.179, -1.376, 0.797], [-1.029, -6.415, 4.057], [-4.470, -2.023, -3.749], [-1.909, -4.894, 2.198], [3.615, 3.549, 0.425], [-6.734, 1.508, -1.008], [-0.057, 1.394, 3.803], [1.725, 1.159, -1.694], [2.209, -5.300, 0.862], [-5.727, 2.417, 0.660], [1.408, -3.748, 0.057], [-4.510, -0.603, -2.247], [4.178, 3.108, -1.143], [5.239, -0.646, -3.406], [-1.046, 1.470, 2.330], [-5.806, 2.044, -0.810], [4.087, 0.041, 2.347], [7.195, -0.349, -5.128], [-2.210, 0.340, -0.221], [-4.563, 5.303, -0.522], [-1.281, -0.681, -0.443], [-6.141, -1.065, -2.754], [3.907, 0.763, 0.697], [0.357, 0.893, -1.293], [-6.017, 3.002, -1.287], [2.614, 0.319, -1.499], [3.702, -0.096, 1.336], [-1.504, -7.241, 3.548], [-2.292, -3.724, 1.876], [-0.326, 2.961, -1.354], [2.615, -0.017, 1.350], [-1.796, 1.650, -0.514], [5.543, 5.946, -0.235], [5.331, -1.585, -2.861], [4.059, 3.701, -3.890], [-5.669, 5.721, -1.448], [-3.144, 0.054, 0.238]], "lowdin_spin": [0.0229, 0.0000, 0.0000, 0.0000, 0.2717, 0.0085, 0.0000, 0.0000, -0.0043, 0.0064, 0.0001, 0.0000, 0.0000, 0.0000, 0.2099, -0.0002, 0.0000, 0.0046, 0.0000, 0.0000, 0.0001, 0.0000, 0.0000, 0.0000, 0.0000, 0.0000, 0.0000, 0.0000, 0.0000, 0.0001, 0.0000, 0.0000, 0.0000, 0.0000, 0.0000, 0.0000, 0.0000, 0.0002, 0.0000, 0.0000, 0.0090, 0.0000, 0.0000, 0.0000, 0.0007, 0.0000, 0.0000, 0.0000, 0.0000, 0.0000, 0.0000, 0.0003, -0.0040, 0.0000, 0.0000, 0.0000, -0.0001, 0.0000, 0.0000, 0.0003, -0.0001, 0.0000, 0.0000, 0.0230, 0.0000, 0.2797, 0.0000, 0.0000, 0.0072, 0.0000, -0.0041, -0.0001, 0.0000, -0.0002, 0.0102, -0.0001, 0.1606, 0.0000, 0.0000, 0.0000, 0.0000, -0.0021], "multiplicity": 2, "charge": 1, "e_homo_ev": [-12.1, -12.1], "molar_mass_g_mol": 615.70, "s_squared": 0.77, "e_tot_ev": -56270.5161, "orbital_gap_ha": [0.2237, 0.0839]}

=====

No. 2
{"formula": "C6H9ClO6Pd", "method": "wB97M-V/def2-TZVPD", "species": ["H", "C", "C", "O", "H", "C", "O", "Cl", "H", "O", "H", "H", "C", "O", "H", "H", "H", "O", "Pd", "C", "O", "C", "H"], "positions_angstrom": [[10.422, 24.387, 16.734], [10.029, 23.678, 16.005], [12.972, 16.866, 16.738], [14.309, 22.921, 17.109], [13.480, 16.426, 17.596], [14.759, 23.528, 19.399], [13.786, 21.556, 18.553], [14.739, 20.640, 14.307], [9.048, 23.228, 16.158], [11.679, 22.143, 14.965], [14.107, 23.436, 20.268], [11.929, 16.574, 16.856], [14.201, 22.661, 18.297], [11.146, 21.916, 16.986], [15.742, 23.235, 19.768], [14.954, 24.552, 19.079], [13.421, 16.426, 15.848], [12.111, 19.051, 16.348], [13.230, 21.027, 16.447], [10.982, 22.520, 15.930], [14.078, 18.921, 17.213], [13.051, 18.383, 16.786], [9.978, 24.128, 15.014]], "lowdin_spin": [0.0002, 0.0039, 0.0032, 0.0654, 0.0005, 0.0035, 0.0279, 0.0836, 0.0002, 0.0578, 0.0007, 0.0006, 0.0086, 0.0557, -0.0001, 0.0008, 0.0000, 0.0741, 1.5922, 0.0081, 0.0076, 0.0043, 0.0012], "e_above_lowest_kcal_mol": 33.9, "multiplicity": 3, "charge": -2, "e_homo_ev": [-1.1, -0.9], "molar_mass_g_mol": 319.00, "s_squared": 2.00, "e_tot_ev": -34656.0571, "orbital_gap_ha": [0.2538, 0.2464]}

=====

No. 3
{"formula": "C4H11NO2", "method": "wB97M-V/def2-TZVPD", "species": ["H", "O", "H", "H", "H", "O", "C", "H", "H", "H", "H", "C", "H", "H", "H", "C", "C", "N"], "positions_angstrom": [[2.176, 2.800, -0.530], [-2.514, 0.090, 0.032], [2.932, -1.498, -0.049], [2.334, 2.331, 1.108], [-0.791, -0.370, 1.068], [2.039, -1.163, 0.101], [-0.133, 0.899, -0.665], [1.535, 0.286, 0.472], [-4.148, -4.857, 1.901], [-3.982, -4.907, 1.127], [-0.936, -0.293, -2.127], [-0.437, -0.478, -1.211], [0.268, -1.271, -1.075], [0.836, 3.174, 0.577], [-0.393, 1.743, -1.319], [-1.285, 0.003, 0.118], [1.547, 2.408, 0.306], [0.953, 1.100, 0.166]], "nbo_charge": [0.2171, -0.4324, 0.4451, 0.2289, 0.1899, -1.2150, 0.0364, 0.4901, -0.0001, 0.0003, 0.2297, -0.4013, 0.3295, 0.2158, 0.2504, 0.2833, -0.4446, -0.4230], "e_above_lowest_kcal_mol": 170.1, "e_homo_ev": -8.2, "molar_mass_g_mol": 105.14, "e_tot_ev": -9904.8650, "orbital_gap_ha": 0.2080}

=====

No. 4
{"formula": "C5H11NO2", "method": "wB97M-V/def2-TZVPD", "species": ["H", "H", "H", "C", "N", "C", "H", "O", "H", "H", "C", "C", "C", "H", "H", "H", "H", "O", "H"], "positions_angstrom": [[-1.124, 1.437, 0.207], [-1.544, 0.153, -0.926], [1.458, -1.968, -0.145], [-1.152, 0.351, 0.075], [1.194, 0.660, -0.638], [0.423, -1.643, -0.243], [-2.201, -1.332, 0.978], [0.888, 0.650, -2.027], [2.783, 1.039, -0.905], [-0.190, -2.275, 0.399], [0.293, -0.172, 0.155], [-2.080, -0.259, 1.123], [2.381, 1.698, -0.053], [0.109, -1.780, -1.278], [0.353, 1.439, -2.188], [-1.691, -0.094, 2.130], [0.652, -0.043, 1.183], [2.519, 1.943, 1.084], [-3.069, 0.197, 1.069]], "nbo_charge": [0.2024, 0.1987, 0.2162, -0.4084, -0.2755, -0.6185, 0.2033, -0.5757, 0.2534, 0.2108, -0.0767, -0.6059, 0.4742, 0.2160, 0.4641, 0.2038, 0.2102, -0.5053, 0.2129], "e_above_lowest_kcal_mol": 115.2, "smiles": "CC[C@@H](C)N(O)C=O", "e_homo_ev": [-8.9, -8.9], "molar_mass_g_mol": 117.15, "e_tot_ev": -10944.2710, "orbital_gap_ha": [0.3435, 0.3435]}